Entry 1:
Here is the molecule C21H18N2O6 from the OMol25 dataset. Energies are from ωB97M-V/def2-TZVPD.

Computed properties:
energy above the lowest of the compared OMol25 structures with the same formula, charge and spin	97.0	kcal per mole
LUMO energy	-0.28	eV
charge	0
SMILES	COc1c(OC(C)=O)ccc(/C=C/c2ccc3cccc(OC)c3n2)c1[N+](=O)[O-]

Geometry as XYZ:
```
47
Properties=species:S:1:pos:R:3:lowdin_charge:R:1
C 4.222 2.395 1.090 -0.041
O 4.497 1.367 0.160 -0.041
C 3.602 0.416 -0.158 -0.124
C 4.173 -0.753 -0.708 -0.158
O 5.542 -0.796 -0.915 0.077
C 6.351 -0.726 0.167 -0.512
C 7.784 -0.605 -0.265 0.032
O 5.956 -0.771 1.298 0.138
C 3.396 -1.836 -1.061 0.029
C 2.028 -1.803 -0.863 -0.015
C 1.411 -0.682 -0.318 -0.133
C -0.033 -0.636 -0.169 -0.024
C -0.804 -1.701 0.090 -0.017
C -2.248 -1.597 0.195 -0.267
C -3.019 -2.721 0.583 -0.007
C -4.375 -2.595 0.677 -0.006
C -4.985 -1.355 0.388 -0.154
C -6.373 -1.137 0.466 -0.053
C -6.883 0.096 0.173 -0.080
C -6.050 1.158 -0.209 -0.020
C -4.688 0.989 -0.301 -0.211
O -3.799 1.938 -0.661 -0.066
C -4.267 3.234 -0.938 -0.081
C -4.124 -0.292 0.003 -0.134
N -2.799 -0.436 -0.084 0.185
C 2.214 0.431 0.011 -0.022
N 1.536 1.610 0.492 -0.365
O 0.798 1.497 1.445 0.114
O 1.733 2.643 -0.116 0.090
H 5.197 2.731 1.440 0.103
H 3.692 3.229 0.620 0.087
H 3.647 2.022 1.942 0.108
H 7.973 0.433 -0.535 0.095
H 7.964 -1.224 -1.139 0.088
H 8.440 -0.887 0.552 0.090
H 3.876 -2.705 -1.482 0.128
H 1.425 -2.646 -1.157 0.114
H -0.540 0.313 -0.270 0.117
H -0.378 -2.679 0.266 0.111
H -2.528 -3.658 0.800 0.108
H -4.996 -3.430 0.972 0.116
H -7.019 -1.951 0.761 0.108
H -7.947 0.272 0.232 0.104
H -6.504 2.112 -0.430 0.101
H -4.948 3.242 -1.796 0.096
H -4.771 3.674 -0.072 0.097
H -3.382 3.822 -1.175 0.095
```

Entry 2:
Here is the molecule C21H18N4O3 from the OMol25 dataset. Energies are from ωB97M-V/def2-TZVPD.

Computed properties:
energy above the lowest of the compared OMol25 structures with the same formula, charge and spin	0.0	kcal per mole
LUMO energy	-0.10	eV
charge	0
SMILES	O=C(O)CCC(=O)N1N=C(c2ccccc2)C[C@@H]1c1ccc2nccnc2c1

Geometry as XYZ:
```
46
Properties=species:S:1:pos:R:3:lowdin_charge:R:1
O -2.634 -2.338 1.569 0.121
C -2.919 -2.617 0.441 -0.552
O -3.979 -2.053 -0.162 0.104
C -2.152 -3.620 -0.406 -0.084
C -1.159 -2.913 -1.345 -0.084
C -0.094 -2.239 -0.496 -0.441
O 0.949 -2.767 -0.172 0.099
N -0.427 -0.996 -0.074 -0.032
N -1.561 -0.360 -0.432 0.163
C -1.695 0.721 0.246 -0.205
C -2.816 1.617 0.076 -0.160
C -3.790 1.344 -0.889 -0.024
C -4.871 2.186 -1.051 -0.076
C -4.999 3.316 -0.257 -0.084
C -4.038 3.598 0.700 -0.080
C -2.953 2.758 0.868 -0.025
C -0.565 0.938 1.230 -0.025
C 0.352 -0.260 0.937 -0.176
C 1.695 0.133 0.383 -0.174
C 1.755 0.772 -0.874 -0.012
C 2.947 1.149 -1.421 0.003
C 4.146 0.907 -0.721 -0.220
N 5.328 1.279 -1.256 0.122
C 6.403 1.024 -0.561 -0.117
C 6.349 0.398 0.702 -0.116
N 5.222 0.032 1.249 0.125
C 4.091 0.270 0.551 -0.207
C 2.846 -0.114 1.083 0.051
H -4.062 -2.323 -1.086 0.115
H -2.852 -4.222 -0.993 0.121
H -1.595 -4.277 0.263 0.133
H -0.671 -3.658 -1.975 0.124
H -1.663 -2.172 -1.965 0.108
H -3.678 0.461 -1.497 0.102
H -5.619 1.964 -1.797 0.103
H -5.846 3.974 -0.384 0.102
H -4.136 4.477 1.320 0.104
H -2.214 2.987 1.621 0.108
H -0.944 0.922 2.253 0.131
H -0.060 1.890 1.055 0.129
H 0.485 -0.912 1.804 0.160
H 0.835 0.954 -1.413 0.119
H 3.005 1.630 -2.385 0.114
H 7.346 1.322 -1.000 0.102
H 7.250 0.202 1.268 0.103
H 2.831 -0.612 2.040 0.126
```

Entry 3:
Here is a structure of composition C21H18N7ORe from the OMol25 dataset. Energies are from ωB97M-V/def2-TZVPD.

Computed properties:
energy above the lowest of the compared OMol25 structures with the same formula, charge and spin	36.8	kcal per mole
LUMO energy (spin up / spin down)	-12.93 / -12.46	eV
2S+1	2
charge	+3
⟨S²⟩	0.766

Geometry as XYZ:
```
48
Properties=species:S:1:pos:R:3:lowdin_charge:R:1
Re 0.310 0.307 -0.421 1.786
C 1.771 0.831 2.070 -0.086
N 0.337 0.659 1.700 -0.271
C -0.225 -0.487 2.477 -0.055
C -1.046 -1.408 1.619 -0.215
C -1.832 -2.415 2.160 0.044
C -2.524 -3.271 1.317 0.037
C -2.435 -3.073 -0.058 0.021
C -1.645 -2.045 -0.534 -0.066
N -0.954 -1.242 0.287 -0.051
C -0.439 1.908 1.956 -0.072
C -1.506 2.170 0.920 -0.228
C -2.584 2.999 1.190 0.044
C -3.449 3.343 0.158 0.040
C -3.200 2.857 -1.121 0.023
C -2.123 2.014 -1.310 -0.066
N -1.302 1.659 -0.312 -0.074
C 2.668 -0.086 1.268 -0.233
C 3.917 -0.483 1.720 0.047
C 4.752 -1.195 0.866 0.042
C 4.315 -1.480 -0.421 0.027
C 3.043 -1.083 -0.793 -0.064
N 2.230 -0.412 0.032 -0.073
H 1.929 0.695 3.145 0.161
H 2.084 1.853 1.825 0.152
H -0.832 -0.139 3.319 0.157
H 0.593 -1.079 2.901 0.158
H -1.892 -2.519 3.233 0.145
H -3.129 -4.072 1.721 0.145
H -2.968 -3.708 -0.749 0.139
H -1.566 -1.851 -1.597 0.122
H 0.234 2.771 1.905 0.153
H -0.875 1.918 2.959 0.154
H -2.734 3.394 2.183 0.144
H -4.294 3.989 0.344 0.144
H -3.828 3.131 -1.955 0.141
H -1.906 1.614 -2.292 0.122
H 4.248 -0.219 2.712 0.144
H 5.735 -1.509 1.191 0.146
H 4.948 -2.000 -1.122 0.141
H 2.663 -1.309 -1.780 0.124
O 0.492 0.177 -2.346 -0.266
N -0.027 -0.277 -3.412 0.007
C 0.370 -0.190 -4.631 -0.215
C -0.405 -0.839 -5.634 -0.109
N -1.054 -1.357 -6.417 0.278
C 1.564 0.481 -5.034 -0.110
N 2.572 0.976 -5.240 0.267
```

Entry 4:
Here is a structure of composition C21H19AlCl2N4O5P from the OMol25 dataset. Energies are from ωB97M-V/def2-TZVPD.

Computed properties:
LUMO energy	-3.70	eV
charge	+1

Geometry as XYZ:
```
53
Properties=species:S:1:pos:R:3:lowdin_charge:R:1
Al -0.281 0.510 -0.155 0.165
Cl -6.502 -1.387 1.481 0.692
C -5.119 -0.913 0.549 -0.649
C -3.889 -0.842 1.209 -0.011
C -2.773 -0.313 0.491 -0.136
N -1.530 0.119 1.068 0.084
C -1.321 0.203 2.422 -0.367
O -2.051 -0.086 3.382 0.076
C 0.022 0.940 2.607 -0.154
C 0.460 1.280 3.841 0.046
C 1.587 2.157 3.847 0.003
C 2.194 2.606 2.697 -0.017
C 1.669 2.161 1.503 -0.075
N 0.607 1.359 1.451 0.086
C -2.865 -0.053 -0.882 -0.140
C -4.077 -0.171 -1.542 -0.054
C -5.173 -0.606 -0.849 -0.618
Cl -6.603 -1.003 -1.828 0.652
N -1.615 0.496 -1.420 0.090
C -1.350 0.770 -2.711 -0.464
O -1.944 0.659 -3.729 0.138
C 0.006 1.505 -2.740 -0.121
C 0.342 2.261 -3.880 0.039
C 1.542 2.871 -3.860 -0.023
C 2.486 2.612 -2.854 -0.009
C 2.111 1.812 -1.797 -0.068
N 0.814 1.345 -1.710 0.102
H -3.744 -1.058 2.239 0.093
H -0.140 0.972 4.730 0.154
H 2.021 2.333 4.825 0.123
H 3.074 3.251 2.732 0.129
H 2.079 2.474 0.567 0.092
H -4.219 -0.015 -2.638 0.127
H -0.377 2.373 -4.663 0.131
H 1.725 3.503 -4.691 0.117
H 3.462 3.068 -2.910 0.119
H 2.794 1.532 -1.023 0.102
C 3.923 -2.371 -0.830 -0.107
O 2.535 -2.613 -0.477 -0.341
P 1.753 -1.673 0.566 0.890
O 0.876 -2.725 1.423 -0.318
C 1.189 -2.793 2.877 -0.067
O 0.533 -1.230 -0.518 -0.364
C -0.196 -2.286 -1.290 0.042
H 4.305 -3.078 -1.697 0.137
H 4.580 -2.596 -0.013 0.066
H 4.153 -1.348 -1.151 0.071
H 0.305 -2.442 3.405 0.087
H 2.069 -2.254 3.163 0.060
H 1.437 -3.843 3.094 0.098
H 0.609 -2.941 -1.602 0.091
H -0.631 -1.732 -2.103 0.092
H -0.861 -2.796 -0.606 0.106
```

Max |F| for the records above, in order: 1.2; 1.1; 4.8; 3.2 eV/Å
Electronic energy for the records above, in order: -1371.87434; -1255.81905; -1346.69913; -2911.04864 hartree